1.
This record from OMol25 describes a structure of composition C29H35F5N4P2Pt. The level of theory is the ωB97M-V functional and the def2-TZVPD basis.

Summary:
* 2S+1: 3
* net charge: 0
* LUMO level (alpha / beta): 0.38 / -3.14 eV
* energy relative to the best compared isomer or geometry (same formula, charge and spin): 0.00 kcal/mol
* highest occupied orbital energy (alpha / beta): -0.1877 / -0.3144 Ha

Geometry (Å):
1 Pt 0.62214 0.35965 -0.22741
2 P 0.15369 1.73738 -1.93771
3 P 1.31116 2.16147 0.95987
4 F 0.18829 -3.30318 0.84351
5 F 1.34533 -2.94800 2.65876
6 F 2.27463 -2.61306 0.69068
7 F 1.44773 -0.41621 2.48555
8 F -0.63824 -1.03247 1.99462
9 N 0.88649 2.44877 2.61266
10 N -1.52394 1.99928 -2.39552
11 N 3.01539 2.02765 1.06666
12 N 0.83928 1.18314 -3.43936
13 C 5.02617 1.06994 0.66570
14 C 0.81716 3.37696 -1.55007
15 C -0.58650 -1.08351 -1.12651
16 C 7.07254 5.26751 -2.32602
17 C -3.53758 3.00558 -2.70849
18 C -0.39009 2.47462 4.47971
19 C -2.21825 3.21351 -2.33536
20 C 1.65164 1.01362 -5.54680
21 C 1.52672 -0.03537 -3.53665
22 C 6.51404 4.66369 -3.63276
23 C -3.68329 1.60999 -2.99048
24 C 4.36767 6.50210 -2.55518
25 C 2.04349 -0.15468 -4.81712
26 C 4.07311 5.13460 -3.15027
27 C 3.68112 0.81106 0.88766
28 C 4.54618 6.47936 -1.01733
29 C 3.96181 3.04573 1.06507
30 C 5.21100 2.47877 0.80797
31 C -0.32587 2.02715 3.17713
32 C 0.65030 -0.97540 1.48847
33 C 0.90104 1.81235 -4.68839
34 C -2.45118 1.01571 -2.78096
35 C 1.12035 -2.47955 1.40009
36 C 5.31428 5.29408 -0.53192
37 C 0.88759 3.64196 -0.01401
38 C 5.03263 4.32585 -3.61039
39 C 1.56455 3.19737 3.58852
40 C 6.39519 4.74890 -1.08609
41 C 0.80412 3.20934 4.74356
42 H -1.00851 1.42658 2.58969
43 H 6.90979 3.89381 -0.63252
44 H 3.56133 7.21623 -2.79602
45 H -0.39928 -2.06179 -0.66746
46 H 1.83525 3.38567 -1.97575
47 H 6.13890 2.99663 0.67874
48 H 2.53398 3.63074 3.36823
49 H -1.21058 2.29532 5.16188
50 H -0.11503 3.90629 0.37456
51 H -4.30663 3.76658 -2.76917
52 H 5.03179 7.41598 -0.69119
53 H 5.28711 6.92374 -2.99013
54 H 4.78702 3.37777 -4.09390
55 H 8.14740 5.03195 -2.26383
56 H 3.62575 4.06054 1.21691
57 H 3.01148 4.88130 -3.24536
58 H -2.15965 -0.02685 -2.82947
59 H 7.05926 3.73683 -3.86264
60 H 1.57897 -0.69599 -2.67835
61 H 6.76500 5.36768 -4.44467
62 H 1.58415 4.46301 0.22793
63 H 0.40469 2.75954 -4.84891
64 H -1.70895 4.10697 -2.00320
65 H 2.63135 -0.98160 -5.17647
66 H 5.77842 0.34466 0.42904
67 H 1.06878 3.69043 5.67795
68 H -0.47735 -1.16635 -2.22050
69 H 3.12959 -0.10902 0.92465
70 H -1.61704 -0.77476 -0.88469
71 H 3.55828 6.45849 -0.52672
72 H 4.97873 4.95521 0.43907
73 H 7.00286 6.36397 -2.35333
74 H -4.59197 1.10651 -3.30915
75 H 0.23861 4.17147 -2.04846
76 H 1.89777 1.23289 -6.57554

***

2.
This record from OMol25 describes a structure of composition C36H27Cl2FNO2PTi. The level of theory is the ωB97M-V functional and the def2-TZVPD basis.

Summary:
* 2S+1: 1
* net charge: 0
* LUMO level: -0.72 eV
* energy relative to the best compared isomer or geometry (same formula, charge and spin): 0.00 kcal/mol
* highest occupied orbital energy: -0.3021 Ha

Geometry (Å):
1 Ti 0.11449 0.09434 1.61003
2 Cl 0.19549 5.44721 7.82098
3 Cl 6.82681 1.61217 -0.04415
4 P -1.43432 -1.86027 0.50323
5 F -0.79828 -0.49482 3.07213
6 O 1.14655 1.48229 2.52595
7 O -0.91335 2.07231 2.10621
8 N -0.48219 1.82209 -8.30707
9 C -0.42075 1.66206 -7.17083
10 C -1.03991 3.63910 4.49396
11 C 0.08748 -4.07151 -0.22795
12 C -0.54352 -2.91268 -0.68062
13 C -3.57126 -2.07731 -1.30038
14 C 3.03977 -0.53657 1.20189
15 C 0.16639 4.51081 6.35765
16 C -4.40609 0.54054 -0.93473
17 C 3.88121 0.04161 2.14998
18 C -3.29869 0.06329 -0.24525
19 C -4.67036 -1.60006 -1.99637
20 C 0.99337 1.37016 -3.74727
21 C -0.06004 0.78803 -1.60389
22 C -1.38320 0.93041 -3.65401
23 C 0.86937 -4.83485 -1.08393
24 C 1.30880 3.15148 4.76735
25 C 3.39982 -0.43544 -0.14216
26 C -1.02370 4.38992 5.65584
27 C 0.90078 1.57596 -5.11143
28 C 0.42084 -3.28649 -2.86062
29 C 5.36901 0.78461 0.43383
30 C 1.76286 -1.20279 1.59038
31 C 0.12210 3.01621 4.05398
32 C 1.33740 3.90556 5.92772
33 C -1.47762 1.13773 -5.01801
34 C -5.08723 -0.28614 -1.81612
35 C 0.03110 0.51567 -0.42244
36 C -0.33420 1.45666 -5.74443
37 C -2.13758 -3.00283 1.72436
38 C 1.03773 -4.44297 -2.40315
39 C 4.55608 0.21914 -0.53406
40 C -0.36241 -2.52546 -2.00735
41 C -0.14679 1.04278 -3.01062
42 C 5.04324 0.69788 1.77641
43 C 0.09168 2.19632 2.83085
44 C -2.86870 -1.24720 -0.42683
45 H 2.75591 -0.87661 -0.89525
46 H -0.02035 -4.39064 0.80127
47 H -2.25994 0.67866 -3.07018
48 H -2.72166 -3.78576 1.23849
49 H -2.43027 1.05302 -5.52268
50 H 0.54871 -2.97166 -3.88852
51 H -4.72739 1.56333 -0.78668
52 H -5.94368 0.08806 -2.36219
53 H -2.77007 0.73834 0.41652
54 H -0.83110 -1.62460 -2.37974
55 H -1.95266 3.52294 3.92577
56 H 1.48704 -1.98071 0.87390
57 H 1.77953 1.82827 -5.68863
58 H 3.62543 -0.02223 3.20093
59 H 2.20175 2.65966 4.40714
60 H 1.34677 -5.73301 -0.71472
61 H -5.20148 -2.25108 -2.67840
62 H 1.94421 1.46105 -3.24005
63 H 1.80072 -1.62373 2.59873
64 H -2.77717 -2.42356 2.38952
65 H -1.91545 4.87717 6.02312
66 H 2.24768 4.02401 6.49756
67 H -3.24721 -3.10003 -1.45457
68 H 1.64689 -5.03479 -3.07380
69 H 4.83146 0.28942 -1.57754
70 H -1.35559 -3.45319 2.33343
71 H 5.69578 1.13864 2.51754

***

3.
This record from OMol25 describes the ion C6H9F6N2 with charge +1. The level of theory is the ωB97M-V functional and the def2-TZVPD basis.

Summary:
* 2S+1: 1
* net charge: +1
* LUMO level: -3.82 eV
* SMILES: CN(C)/C=[NH+]/C(C(F)(F)F)C(F)(F)F
* energy relative to the best compared isomer or geometry (same formula, charge and spin): 0.00 kcal/mol
* highest occupied orbital energy: -0.5343 Ha

Geometry (Å):
1 F 3.94326 1.13083 -0.12534
2 F 2.24659 1.73229 -1.38530
3 F 2.87100 -1.29866 -0.93365
4 F 1.50024 -2.06650 0.57717
5 F 2.41489 2.54418 0.71376
6 F 3.43453 -1.23562 1.17312
7 N 0.45796 0.18289 -0.19854
8 N -1.85935 -0.05470 -0.07108
9 C -2.23472 -0.05373 -1.44901
10 C 1.67787 0.12210 0.44880
11 C 2.70170 1.50875 -0.13083
12 C 2.42873 -1.14973 0.28784
13 C -3.02204 -0.37969 0.83135
14 C -0.67706 -0.05310 0.48251
15 H -3.81627 0.48335 1.07473
16 H 0.47137 0.59690 -1.19791
17 H -1.48261 0.29628 -2.09844
18 H -3.62833 -1.32417 0.42434
19 H -3.14822 0.44769 -1.56221
20 H -2.50442 -0.54890 1.79343
21 H -0.60736 -0.15611 1.63612
22 H 1.55187 0.28148 1.47116
23 H -2.71965 -1.00585 -1.76203

***

4.
This record from OMol25 describes a structure of composition C9H36FN18O9Zn. The level of theory is the ωB97M-V functional and the def2-TZVPD basis.

Summary:
* 2S+1: 1
* net charge: +1
* LUMO level: -2.84 eV
* highest occupied orbital energy: -0.3811 Ha

Geometry (Å):
1 Zn -0.89175 0.49435 1.08319
2 F -0.08448 -0.09812 -0.67539
3 O -1.57778 1.03747 2.88162
4 O -2.50121 1.36281 0.29645
5 O 0.43860 -0.62370 2.29067
6 O -1.87554 -1.29421 1.35020
7 O 6.56678 -2.23524 -1.49063
8 O -3.12451 -1.35736 -4.14769
9 O 3.93524 1.61750 -2.76320
10 O 0.21188 2.12646 1.57105
11 O 1.66862 -3.89788 -2.61559
12 N 1.76603 3.17181 0.38091
13 N -2.43750 -3.34193 0.75909
14 N -3.40150 1.95020 3.90030
15 N -2.69947 3.06345 -1.11943
16 N 4.46977 -2.00766 -2.08197
17 N -4.31984 1.53711 -0.91806
18 N 0.41410 -2.08651 -2.56273
19 N 5.86360 -0.21907 -2.05753
20 N 0.19186 4.36914 1.21039
21 N 2.71212 0.49994 -1.17823
22 N 2.48637 -0.95904 1.85570
23 N 1.66039 -2.12034 3.51361
24 N 1.82455 1.77890 -2.54652
25 N -2.67512 -1.61219 -1.97096
26 N -3.95842 -2.07422 1.74048
27 N -2.09029 0.18487 -3.02787
28 N 0.94870 -2.99409 -0.73879
29 N -1.73734 1.27463 5.07951
30 C -3.17963 2.03980 -0.48002
31 C -2.64500 -1.02077 -3.10699
32 C 5.68869 -1.50817 -1.85325
33 C -2.21071 1.29484 3.87701
34 C -2.70540 -2.19783 1.33306
35 C 2.91873 1.24191 -2.23300
36 C 0.98115 -3.12058 -2.01114
37 C 0.68883 3.20283 1.16900
38 C 1.45979 -1.25836 2.49926
39 H -0.78801 0.95983 5.22009
40 H -4.61847 0.63797 -0.56812
41 H -1.85264 3.50147 -0.78609
42 H -4.54919 -2.87327 1.55992
43 H 2.52250 -0.10354 1.32005
44 H -1.89909 0.49753 -3.96903
45 H -4.26422 -1.15586 2.02888
46 H -1.58214 -3.76772 1.08645
47 H 2.53591 -2.08437 4.01589
48 H 0.77405 5.16036 0.97560
49 H 3.37195 0.16919 -0.48879
50 H 1.18330 -3.82267 -0.21107
51 H -3.06293 -2.51091 -1.72197
52 H -2.10996 1.95965 5.72139
53 H 3.37770 -1.22811 2.24713
54 H 2.24031 2.28017 0.39289
55 H 1.91921 2.28157 -3.41741
56 H 0.16824 -1.32282 -1.94920
57 H -4.75670 2.11367 -1.62294
58 H -3.33370 3.54460 -1.74099
59 H -1.43987 0.23038 -2.25651
60 H 5.02392 0.23739 -2.38415
61 H 3.77735 -1.50231 -2.61608
62 H 1.05862 -2.05398 -0.38634
63 H 1.71791 0.33518 -1.11113
64 H 0.42950 -2.07083 -3.57249
65 H -2.22968 -1.09096 -1.22933
66 H -3.23250 -3.94306 0.59564
67 H -3.72091 2.10006 2.95393
68 H 1.03476 1.66460 -1.92741
69 H -3.74176 2.39113 4.74285
70 H 4.29320 -2.91006 -1.66414
71 H 2.05525 4.05098 -0.02347
72 H -0.75101 4.35787 1.57232
73 H 6.83761 0.04809 -2.05981
74 H 0.83120 -2.30198 4.06093

***

5.
This record from OMol25 describes a cluster of 6 separate species, C34H31Br2O23P2 in total. The level of theory is the ωB97M-V functional and the def2-TZVPD basis.

Summary:
* 2S+1: 1
* net charge: -1
* LUMO level: -0.53 eV
* highest occupied orbital energy: -0.1584 Ha

Geometry (Å):
1 Br -2.52817 -8.86438 4.33461
2 Br -1.08083 -5.70513 0.40701
3 P -1.10877 -7.33099 3.37748
4 P -2.49283 -5.75679 2.37387
5 O -5.32495 8.54181 -1.78925
6 O 3.57923 5.45289 -7.68683
7 O 2.27037 2.53342 -4.24551
8 O -3.03513 -0.81496 6.90790
9 O -2.55599 4.63502 7.08233
10 O 5.57999 -3.11052 -2.44874
11 O -1.27278 -2.90712 6.72541
12 O 5.25304 -1.49143 -4.54525
13 O 9.72402 -2.35850 -5.64205
14 O -0.05993 3.64228 -4.02690
15 O -0.69848 0.34197 7.45252
16 O 1.25109 6.63239 -7.40258
17 O -0.39679 -8.18247 2.17076
18 O -2.23943 -4.38783 8.12493
19 O 1.18803 0.43616 -3.09499
20 O -4.86446 3.48918 6.63283
21 O 1.42631 -3.17374 1.00254
22 O 3.38308 -0.89187 -2.58424
23 O 10.03306 -3.99951 -3.62457
24 O -0.82184 -1.87443 0.46351
25 O -1.63268 5.72700 -2.45344
26 O -6.65381 7.02223 -3.46349
27 O -2.96904 4.22863 -4.21166
28 C -2.16669 -3.70183 6.93104
29 C 1.15294 -0.43099 -2.08639
30 C 7.46484 -1.85318 -5.19530
31 C 0.06473 -0.65200 -1.34244
32 C 1.42882 -2.32780 0.00471
33 C -3.58945 5.25078 -3.64709
34 C -1.50483 2.54652 7.28382
35 C -4.05950 1.27484 6.74080
36 C 8.73147 -2.50453 -4.94830
37 C 0.11872 -1.61900 -0.25217
38 C 6.54762 -2.97124 -3.16418
39 C -4.68240 7.51159 -2.32079
40 C 0.46125 5.20072 -5.70371
41 C 2.09428 3.45699 -5.01264
42 C 6.42646 -2.06115 -4.36572
43 C -2.76862 -5.35929 5.24364
44 C 8.84425 -3.42620 -3.76629
45 C -2.77805 6.06439 -2.66812
46 C -1.62560 1.09424 7.25078
47 C 7.82019 -3.64084 -2.93317
48 C 0.76656 4.15339 -4.92718
49 C -3.93701 2.71339 6.79624
50 C -2.98079 0.49798 6.94994
51 C 1.43563 5.68235 -6.66629
52 C 2.75641 4.96567 -6.77078
53 C -3.40856 7.21422 -2.03823
54 C -5.49827 6.68776 -3.27784
55 C -4.86713 5.55423 -3.92371
56 C -3.20569 -4.04239 5.92135
57 C 2.44636 -1.15394 -1.83768
58 C -2.58339 3.30692 7.06973
59 C 3.06135 3.92065 -5.99026
60 C -3.54839 -5.63881 3.96306
61 C 2.51927 -2.09446 -0.75394
62 H -2.81450 7.79903 -1.35066
63 H 7.39357 -1.20500 -6.05682
64 H -4.21088 -4.79794 3.78214
65 H 3.10953 6.20245 -8.09802
66 H -5.03468 0.86153 6.52702
67 H -3.47240 4.91653 6.90122
68 H -3.29106 -4.76055 1.70977
69 H 10.57675 -3.66383 -4.36157
70 H 7.89278 -4.30172 -2.08124
71 H -2.93863 -6.14285 5.97499
72 H -2.05395 4.17946 -3.86854
73 H -6.22537 8.51633 -2.16383
74 H -3.29375 -6.81453 1.79974
75 H 0.31452 -8.68474 2.56729
76 H -0.87084 -0.13790 -1.51185
77 H -3.23926 -3.23336 5.20474
78 H -0.52903 2.96527 7.48427
79 H 4.66542 -1.77787 -3.80961
80 H -4.16614 -6.52184 4.06662
81 H -0.49005 5.71091 -5.64881
82 H -1.60772 -4.73820 2.91499
83 H -1.61300 -5.11373 8.05883
84 H -4.18348 -4.15213 6.37687
85 H 0.51592 -3.18741 1.36697
86 H 2.09375 0.40555 -3.45486
87 H -1.70214 -5.26518 5.06116
88 H 4.00659 3.40062 -6.05358
89 H -5.45962 4.97920 -4.62075
90 H -2.13460 -1.18497 7.07833
91 H 3.46168 -2.59590 -0.58511
92 H 0.41153 2.89048 -3.60883

***

> Which formula does entry 5 have?

C34H31Br2O23P2